Computed, not measured: an isolated molecule of C18H24N2O5, with the ωB97M-V functional and the def2-TZVPD basis.

The geometry in XYZ format:
```
49
Properties=species:S:1:pos:R:3:mulliken_charge:R:1
C 3.820 3.377 0.324 -0.8732
C 5.033 2.463 0.409 -0.2861
O 4.818 1.287 -0.379 -0.3501
C 4.324 0.223 0.240 0.5590
O 4.165 0.108 1.423 -0.6130
C 4.060 -0.905 -0.765 -0.5359
N 2.692 -1.345 -0.644 0.2121
C 2.306 -2.738 -0.787 -0.8962
C 0.898 -2.758 -0.229 1.1793
C -0.271 -3.596 -0.696 -1.2462
C -1.159 -3.494 0.287 -0.6412
C -0.491 -2.659 1.360 0.0949
O 0.878 -2.977 1.174 -0.6030
C -0.495 -1.167 0.896 -0.3505
C -1.855 -0.556 0.592 -0.2488
O -2.898 -1.166 0.691 -0.6389
N -1.734 0.726 0.191 0.0223
C -2.837 1.593 -0.184 0.0451
C -3.704 1.008 -1.324 -0.9625
C -5.086 0.779 -0.713 -0.4904
C -5.192 1.877 0.340 -0.7156
C -3.810 1.847 0.985 -0.8267
C 0.400 -1.283 -0.344 0.4906
C 1.688 -0.490 -0.364 -0.3182
O 1.800 0.708 -0.204 -0.7107
H 3.683 3.729 -0.695 0.2644
H 2.933 2.824 0.620 0.1726
H 3.953 4.230 0.984 0.3831
H 5.925 2.938 -0.007 0.2734
H 5.217 2.162 1.444 0.3239
H 4.721 -1.740 -0.524 0.3514
H 4.274 -0.540 -1.776 0.2602
H 2.962 -3.382 -0.196 0.4457
H 2.334 -3.047 -1.839 0.2919
H -0.349 -4.062 -1.658 0.4427
H -2.162 -3.862 0.352 0.5151
H -0.811 -2.822 2.384 0.6226
H 0.007 -0.574 1.667 0.6142
H -0.802 1.111 0.147 0.2234
H -2.382 2.532 -0.507 0.5569
H -3.273 0.084 -1.705 0.2823
H -3.763 1.724 -2.145 0.3839
H -5.881 0.823 -1.456 0.4082
H -5.106 -0.194 -0.225 0.1826
H -5.367 2.843 -0.137 0.2799
H -5.988 1.695 1.060 0.3814
H -3.753 1.005 1.674 0.2746
H -3.570 2.760 1.526 0.4081
H -0.150 -1.097 -1.271 0.3615
```

SMILES string: CCOC(=O)CN1C[C@@]23C=C[C@@H](O2)[C@H](C(=O)NC2CCCC2)[C@H]3C1=O
Charge: 0
E_tot (Ha): -1186.0372
LUMO level (eV): 0.653
ΔE to the lowest compared entry with this formula, charge and spin (kcal per mole): 29.7
Gap between HOMO and LUMO (eV): 10.06


Computed, not measured: an isolated molecule of C18H24N2O6S2, with the ωB97M-V functional and the def2-TZVPD basis.

The geometry in XYZ format:
```
52
Properties=species:S:1:pos:R:3:mulliken_charge:R:1
C -4.499 -0.645 7.603 -0.6625
O -3.105 -0.497 7.470 -0.3462
C -2.410 -1.726 7.423 -0.3993
C -1.113 -1.503 6.644 -0.9513
N -1.390 -0.988 5.316 -0.2659
S -2.200 -2.071 4.307 1.4670
O -1.766 -3.396 4.642 -0.6755
O -3.611 -1.796 4.293 -0.6744
C -1.501 -1.591 2.735 0.0354
C -2.181 -0.707 1.921 -0.5295
C -1.616 -0.318 0.721 -0.7757
C -0.367 -0.807 0.337 0.3920
C 0.234 -0.392 -0.941 0.3938
C 1.593 -0.085 -1.016 -0.7523
C 2.157 0.306 -2.217 -0.4300
C 1.365 0.383 -3.344 0.0526
S 2.064 0.930 -4.892 1.4640
O 3.499 0.843 -4.807 -0.6960
O 1.393 0.281 -5.977 -0.7502
N 1.567 2.530 -4.892 -0.2657
C 2.495 3.495 -4.336 -0.6427
C 2.774 4.625 -5.341 -0.6841
O 3.021 4.156 -6.640 -0.3583
C 4.256 3.487 -6.803 -0.5444
C 0.018 0.080 -3.296 -0.7198
C -0.547 -0.305 -2.094 -0.6843
C 0.302 -1.698 1.176 -0.7343
C -0.266 -2.092 2.374 -0.6617
H -4.911 0.362 7.638 0.2437
H -4.756 -1.177 8.526 0.2994
H -4.916 -1.185 6.746 0.2691
H -2.199 -2.088 8.440 0.4011
H -3.004 -2.481 6.892 0.4101
H -0.475 -0.782 7.160 0.3924
H -0.588 -2.450 6.521 0.3848
H -1.946 -0.145 5.390 0.3475
H -3.148 -0.349 2.236 0.4964
H -2.133 0.384 0.083 0.5276
H 2.201 -0.135 -0.125 0.5240
H 3.207 0.540 -2.299 0.5080
H 1.269 2.786 -5.825 0.3824
H 2.073 3.919 -3.419 0.3886
H 3.422 2.971 -4.087 0.4121
H 1.886 5.257 -5.435 0.3339
H 3.612 5.237 -4.976 0.3804
H 5.085 4.119 -6.465 0.2989
H 4.282 2.535 -6.266 0.2147
H 4.354 3.300 -7.870 0.2201
H -0.559 0.139 -4.204 0.4342
H -1.593 -0.566 -2.049 0.5309
H 1.257 -2.100 0.873 0.5272
H 0.223 -2.793 3.031 0.4717
```

SMILES string: COCCNS(=O)(=O)c1ccc(-c2ccc(S(=O)(=O)NCCOC)cc2)cc1
Charge: 0
E_tot (Ha): -2057.5763
LUMO level (eV): -0.082
ΔE to the lowest compared entry with this formula, charge and spin (kcal per mole): 19.1
Gap between HOMO and LUMO (eV): 9.20


Computed, not measured: a structure of composition C18H24N2PtSSeSi, with the ωB97M-V functional and the def2-TZVPD basis.

The geometry in XYZ format:
```
48
Properties=species:S:1:pos:R:3:mulliken_charge:R:1
Pt -0.171 -0.137 -0.724 0.4265
C 2.321 0.212 1.570 -1.2851
Si 1.905 0.853 -0.145 0.5186
C 3.236 0.305 -1.348 -1.1397
C 1.878 2.729 -0.019 0.5995
C 3.109 3.392 -0.058 -0.4004
C 3.203 4.758 0.163 -0.6634
C 2.059 5.495 0.431 -0.3674
C 0.829 4.857 0.476 -0.7012
C 0.744 3.489 0.256 -0.2464
H 3.265 0.681 1.868 0.4249
H 2.440 -0.871 1.591 0.3870
H 1.566 0.495 2.304 0.3231
H 4.216 0.364 -0.865 0.3928
H 3.230 0.944 -2.232 0.3489
H 3.073 -0.722 -1.673 0.2877
H 4.016 2.837 -0.275 0.2665
H 4.169 5.246 0.124 0.3765
H 2.129 6.561 0.608 0.3699
H -0.069 5.424 0.687 0.3987
H -0.218 3.009 0.312 0.2814
Se -0.045 0.127 -2.966 -0.6666
C -4.147 2.145 0.733 -0.5721
C -3.835 0.885 1.214 -0.5711
C -2.682 0.234 0.789 -0.3302
C -1.823 0.851 -0.118 0.8733
C -2.155 2.112 -0.622 -0.7203
C -3.308 2.752 -0.192 -0.6231
H -5.044 2.649 1.069 0.3739
H -4.487 0.401 1.930 0.3778
H -2.449 -0.751 1.171 0.2846
H -1.522 2.579 -1.361 0.4676
H -3.557 3.727 -0.592 0.3844
C -0.817 -5.100 1.657 -0.9288
N -0.749 -4.593 0.310 0.1463
C -1.060 -5.438 -0.834 -0.6039
C -0.879 -4.491 -2.033 -0.6046
N -0.528 -3.236 -1.387 0.1525
C -0.480 -3.328 -0.055 0.6561
S -0.122 -2.086 1.045 -0.6759
H -0.076 -5.888 1.808 0.3103
H -1.811 -5.507 1.857 0.3238
H -0.620 -4.287 2.351 0.2711
H -2.081 -5.819 -0.754 0.3206
H -0.382 -6.293 -0.873 0.3195
H -1.792 -4.387 -2.618 0.3073
H -0.080 -4.820 -2.697 0.2997
H -0.398 -2.358 -1.884 -0.1701
```

Charge: 0
E_tot (Ha): -4018.2590
LUMO level (eV): -0.507
ΔE to the lowest compared entry with this formula, charge and spin (kcal per mole): 5.0
Gap between HOMO and LUMO (eV): 6.71


Computed, not measured: a structure of composition C18H24N2SeSn at a distorted geometry, with the ωB97M-V functional and the def2-TZVPD basis.

The geometry in XYZ format:
```
46
Properties=species:S:1:pos:R:3:mulliken_charge:R:1
Sn 4.153 1.627 -1.021 0.3370
C -2.926 4.060 0.703 -1.6155
C -2.374 3.041 -0.322 1.9217
C -3.255 1.779 -0.310 -2.1041
C -2.491 3.798 -1.685 -1.5289
C -0.880 2.717 -0.162 0.1235
C 0.031 3.707 0.097 -0.3670
C 1.384 3.437 0.199 -0.8072
N 1.828 2.218 0.079 -0.5371
C 0.965 1.197 -0.114 -0.4982
C -0.376 1.407 -0.219 0.3917
C 1.578 -0.196 -0.090 -0.8157
C 0.836 -1.335 0.011 0.4784
C 1.460 -2.563 0.018 0.3187
C 2.849 -2.579 0.016 -0.4829
C 3.568 -1.376 -0.102 -0.5413
N 2.938 -0.197 -0.232 -0.1724
C 0.639 -3.781 0.321 2.1648
C -0.052 -3.508 1.632 -1.7318
C -0.491 -4.002 -0.693 -1.3310
C 1.531 -5.019 0.472 -2.2927
H -4.027 4.236 0.565 0.4110
H -2.491 5.073 0.584 0.3642
H -2.811 3.714 1.744 0.3648
H -4.338 1.965 -0.204 0.3537
H -2.981 1.117 0.473 0.5600
H -3.130 1.171 -1.207 0.3866
H -3.546 4.012 -1.940 0.4017
H -2.036 3.215 -2.504 0.3395
H -2.003 4.713 -1.541 0.4786
H -0.401 4.692 0.196 0.3785
H 2.094 4.241 0.351 0.4023
H -1.060 0.607 -0.507 0.4871
H -0.223 -1.283 0.077 0.4380
H 3.373 -3.544 0.015 0.4483
H 4.647 -1.393 -0.033 0.3562
H -0.762 -2.712 1.477 0.4408
H 0.614 -3.284 2.447 0.3648
H -0.612 -4.354 1.993 0.4677
H -1.086 -3.021 -0.794 0.2450
H -1.170 -4.770 -0.295 0.4186
H -0.010 -4.280 -1.697 0.3363
H 2.187 -4.883 1.305 0.5246
H 2.059 -5.325 -0.427 0.4225
H 0.879 -5.906 0.702 0.3921
Se 5.919 1.569 0.620 -0.6929
```

Charge: 0
E_tot (Ha): -3425.5490
LUMO level (eV): -0.385
ΔE to the lowest compared entry with this formula, charge and spin (kcal per mole): 4.1
Gap between HOMO and LUMO (eV): 6.21


E_tot of number 3 (C18H24N2PtSSeSi)? -4018.2590 Ha